[1]
97
Properties=species:S:1:pos:R:3 method="wB97M-V/def2-TZVPD" e_lumo_ha=0.013 homo_ev=-9.14 smiles="C=C[C@H](N(C)OCCC)[C@@](CCC(F)(F)C(F)(F)C(F)(F)C(F)(F)C(F)(F)C(F)(F)C(F)(F)C(F)(F)F)(OCP(O)Br)[C@H](Cl)CC.CN(C)C=O.CN(C)C=O" e_tot_ev=-182458.567 orbital_gap_ev=9.50
C -6.56 -1.97 1.80
C -5.23 -1.99 1.94
C -4.32 -1.21 1.02
N -3.76 -2.05 -0.05
C -3.73 -3.49 0.22
O -4.64 -1.90 -1.17
C -3.88 -1.79 -2.38
C -4.73 -2.28 -3.54
C -5.52 -1.16 -4.21
C -3.20 -0.37 1.69
C -2.13 -1.27 2.39
C -1.13 -1.95 1.43
C 0.34 -1.62 1.64
F 0.59 -0.89 2.77
F 0.81 -0.86 0.59
C 1.22 -2.89 1.72
F 0.71 -3.61 2.76
F 1.05 -3.63 0.62
C 2.74 -2.76 2.04
F 3.29 -3.97 1.84
F 2.84 -2.48 3.36
C 3.66 -1.71 1.34
F 3.28 -0.46 1.66
F 4.88 -1.91 1.90
C 3.89 -1.87 -0.19
F 4.65 -2.98 -0.35
F 2.74 -2.09 -0.85
C 4.67 -0.68 -0.85
F 5.45 -0.07 0.05
F 5.48 -1.21 -1.80
C 3.78 0.39 -1.56
F 4.44 1.57 -1.47
F 2.60 0.54 -0.94
C 3.53 0.16 -3.09
F 2.50 0.90 -3.46
F 4.59 0.53 -3.79
F 3.26 -1.11 -3.35
O -2.62 0.32 0.58
C -1.58 1.22 0.83
P -0.83 1.61 -0.83
O 0.31 2.65 -0.30
Br -2.45 2.91 -1.67
C -3.78 0.64 2.71
Cl -4.07 -0.14 4.32
C -5.07 1.36 2.33
C -4.95 2.22 1.06
H -7.19 -2.73 2.25
H -7.04 -1.19 1.22
H -4.81 -2.60 2.74
H -4.96 -0.49 0.51
H -3.31 -3.70 1.20
H -4.72 -3.94 0.12
H -3.08 -3.96 -0.52
H -2.96 -2.36 -2.27
H -3.60 -0.73 -2.50
H -5.40 -3.06 -3.19
H -4.06 -2.73 -4.28
H -5.92 -1.45 -5.18
H -6.35 -0.84 -3.57
H -4.88 -0.28 -4.34
H -2.68 -2.05 2.93
H -1.63 -0.68 3.15
H -1.25 -3.03 1.53
H -1.36 -1.74 0.39
H -1.90 2.16 1.29
H -0.75 0.83 1.43
H 0.30 2.77 0.66
H -3.03 1.40 2.93
H -5.86 0.62 2.21
H -5.35 2.01 3.15
H -5.18 1.66 0.15
H -5.59 3.10 1.12
H -3.94 2.60 0.94
C 0.04 8.02 -3.25
N -0.53 7.10 -2.30
C -0.21 5.68 -2.39
C -1.37 7.50 -1.33
O -1.88 6.76 -0.50
H -0.25 7.76 -4.27
H 1.13 8.01 -3.19
H -0.31 9.03 -3.04
H -1.11 5.09 -2.54
H 0.26 5.35 -1.47
H 0.48 5.53 -3.22
H -1.56 8.59 -1.34
C 8.04 -2.81 1.55
N 9.18 -1.93 1.41
C 9.06 -0.74 0.59
C 10.36 -2.18 2.02
O 11.34 -1.47 1.93
H 7.73 -3.19 0.58
H 7.20 -2.27 2.00
H 8.30 -3.65 2.19
H 9.79 -0.76 -0.22
H 9.26 0.15 1.19
H 8.06 -0.68 0.18
H 10.35 -3.11 2.61

---

[2]
77
Properties=species:S:1:pos:R:3 method="wB97M-V/def2-TZVPD" e_lumo_ha=-0.059 homo_ev=-3.74 e_tot_ev=-125056.663 orbital_gap_ev=2.13
C -1.54 -0.32 2.73
C -1.53 -0.28 1.54
N -1.63 -0.20 0.11
C -0.24 0.06 -0.46
C 0.46 -1.23 -0.98
O 0.07 -2.31 -0.15
C -1.32 -2.63 -0.17
C -1.53 -3.80 -1.17
C -0.90 -5.17 -0.73
C -0.36 -5.24 0.72
O 0.20 -5.51 -1.59
C -0.24 -6.16 -2.79
C 0.71 -5.68 -3.92
C 2.01 -6.28 -3.99
C 2.93 -5.88 -4.99
C 2.56 -4.86 -5.91
C 1.27 -4.25 -5.82
C 0.33 -4.66 -4.83
C -2.29 -1.39 -0.48
Br -2.58 -1.19 -2.45
C -3.72 -1.67 0.07
I -4.29 -3.60 0.89
C -4.71 -0.74 0.06
C -4.53 0.68 -0.52
I -6.69 -1.13 0.82
H -1.87 -0.16 3.76
H -2.12 0.70 -0.06
H 0.37 0.66 0.25
H -0.41 0.72 -1.35
H 0.22 -1.47 -2.04
H 1.56 -1.09 -0.94
H -1.56 -2.89 0.89
H -2.59 -3.91 -1.46
H -0.99 -3.51 -2.11
H -1.67 -5.97 -0.89
H 0.43 -4.51 0.95
H -1.23 -5.07 1.41
H -0.03 -6.28 0.92
H -0.16 -7.27 -2.71
H -1.28 -5.87 -3.06
H 2.31 -7.05 -3.26
H 3.92 -6.36 -5.04
H 3.28 -4.57 -6.69
H 1.04 -3.47 -6.55
H -0.66 -4.18 -4.75
H -5.51 1.21 -0.50
H -3.89 1.26 0.18
H -4.19 0.73 -1.57
C 3.68 4.48 3.11
C 2.20 4.06 3.07
C 1.39 4.97 4.03
C 1.20 6.40 3.55
C 1.21 6.54 2.03
C 0.86 5.26 1.26
N 1.78 4.21 1.67
O 1.57 3.00 1.01
C 1.10 5.56 -0.23
C -0.63 4.93 1.45
C 2.11 2.65 3.66
H 4.28 3.83 2.47
H 4.09 4.42 4.12
H 3.82 5.51 2.76
H 0.40 4.52 4.19
H 1.86 4.98 5.02
H 0.25 6.78 3.95
H 1.98 7.04 3.97
H 0.54 7.36 1.74
H 2.21 6.87 1.72
H 2.16 5.75 -0.42
H 0.54 6.45 -0.54
H 0.78 4.74 -0.87
H -1.25 5.76 1.10
H -0.90 4.74 2.49
H -0.92 4.05 0.86
H 2.49 2.64 4.68
H 2.71 1.94 3.09
H 1.08 2.29 3.68

---

[3]
79
Properties=species:S:1:pos:R:3 method="wB97M-V/def2-TZVPD" e_lumo_ha="-0.196 / -0.115" homo_ev="-11.06 / -11.24" spin_multiplicity=5 e_tot_ev=-229938.796 charge=+1 orbital_gap_ev="5.74 / 8.11"
Mn -1.66 -0.03 -1.01
C -1.38 -0.11 2.35
P -0.34 0.40 0.96
C 0.98 -0.88 0.95
N 1.12 -1.46 2.11
C 2.02 -2.48 2.18
C 2.24 -3.15 3.41
C 3.13 -4.17 3.46
C 3.83 -4.59 2.30
C 3.64 -3.97 1.11
C 2.72 -2.89 1.02
N 2.53 -2.27 -0.17
C 1.69 -1.28 -0.22
P 1.40 -0.41 -1.82
C 1.09 -1.80 -2.97
C 3.13 0.12 -2.33
C 3.95 -1.00 -2.98
C 3.96 0.62 -1.14
C 2.94 1.26 -3.34
C 0.26 2.09 1.37
C 0.84 2.79 0.14
C 1.33 1.98 2.47
C -0.94 2.89 1.89
H -0.85 0.00 3.29
H -1.64 -1.16 2.23
H -2.30 0.48 2.35
H 1.69 -2.81 4.27
H 3.31 -4.69 4.40
H 4.53 -5.41 2.38
H 4.16 -4.26 0.21
H 1.30 -1.45 -3.98
H 0.06 -2.13 -2.91
H 1.74 -2.64 -2.74
H 4.01 -1.89 -2.35
H 4.96 -0.63 -3.15
H 3.55 -1.30 -3.95
H 4.23 -0.20 -0.47
H 3.46 1.39 -0.56
H 4.89 1.06 -1.51
H 2.32 0.95 -4.18
H 3.91 1.56 -3.73
H 2.47 2.13 -2.88
H 1.74 2.30 -0.21
H 1.10 3.81 0.43
H 0.13 2.83 -0.68
H 2.17 1.37 2.16
H 0.92 1.57 3.39
H 1.70 2.98 2.69
H -1.79 2.85 1.20
H -0.64 3.93 2.00
H -1.26 2.54 2.87
Br -4.08 -0.80 -0.26
C -3.67 -2.32 0.85
C -4.63 -2.55 1.82
C -4.47 -3.61 2.70
C -3.35 -4.42 2.60
C -2.41 -4.18 1.61
C -2.54 -3.12 0.71
C -1.40 -2.99 -0.28
O -0.62 -3.90 -0.41
O -1.27 -1.87 -0.93
H -5.50 -1.92 1.89
H -5.21 -3.80 3.46
H -3.21 -5.25 3.28
H -1.54 -4.81 1.51
C -4.65 3.92 -1.08
Si -3.04 4.02 -2.03
C -3.27 4.36 -3.85
C -1.81 5.18 -1.24
Se -2.10 1.89 -2.11
H -5.14 4.89 -1.05
H -4.47 3.60 -0.05
H -5.33 3.20 -1.55
H -3.72 5.35 -3.98
H -3.93 3.63 -4.31
H -2.32 4.36 -4.38
H -2.15 6.21 -1.36
H -0.82 5.10 -1.70
H -1.71 5.00 -0.17

---

[4]
77
Properties=species:S:1:pos:R:3 method="wB97M-V/def2-TZVPD" e_lumo_ha=-0.017 homo_ev=-7.64 e_tot_ev=-137801.838 orbital_gap_ev=7.18
Pd 0.90 0.07 0.92
C 4.75 0.25 2.77
C 3.68 0.44 1.73
N 2.62 -0.32 1.80
N 2.68 -1.33 2.75
C 1.59 -1.98 2.91
S 0.07 -1.65 2.14
S 1.58 -3.36 4.00
C 3.25 -3.27 4.68
C 4.40 -3.69 3.78
C 5.69 -3.62 4.31
C 6.79 -3.98 3.55
C 6.62 -4.41 2.25
C 5.34 -4.49 1.71
C 4.24 -4.13 2.48
C 3.92 1.38 0.64
C 5.25 1.76 0.37
C 5.58 2.58 -0.67
C 4.57 3.08 -1.49
C 3.26 2.74 -1.27
C 2.89 1.88 -0.20
O 1.62 1.65 -0.04
H 4.30 0.00 3.73
H 5.35 1.15 2.87
H 5.41 -0.59 2.51
H 3.22 -3.91 5.56
H 3.41 -2.25 5.02
H 5.83 -3.28 5.33
H 7.78 -3.92 3.98
H 7.48 -4.69 1.65
H 5.20 -4.82 0.70
H 3.24 -4.19 2.05
H 6.05 1.36 0.99
H 6.62 2.84 -0.86
H 4.81 3.74 -2.32
H 2.46 3.11 -1.90
C -6.01 0.79 -0.64
C -4.64 0.30 -0.15
C -4.38 0.87 1.26
C -4.70 -1.22 0.01
Si -3.29 0.81 -1.41
Br -1.32 0.51 -0.25
C -3.25 2.67 -1.85
C -1.88 3.14 -2.36
C -4.30 2.97 -2.94
C -3.58 3.54 -0.63
C -3.10 -0.38 -2.91
C -2.55 -1.75 -2.51
C -4.47 -0.57 -3.58
C -2.13 0.20 -3.95
H -6.78 0.42 0.05
H -6.26 0.43 -1.63
H -6.08 1.88 -0.64
H -5.20 0.56 1.91
H -4.34 1.96 1.28
H -3.46 0.49 1.68
H -5.43 -1.46 0.79
H -3.74 -1.64 0.33
H -5.02 -1.73 -0.90
H -1.55 2.63 -3.26
H -1.10 3.01 -1.60
H -1.94 4.21 -2.59
H -4.05 2.49 -3.89
H -4.33 4.04 -3.12
H -5.30 2.66 -2.65
H -2.88 3.35 0.20
H -4.59 3.39 -0.26
H -3.48 4.59 -0.91
H -3.17 -2.28 -1.79
H -1.54 -1.68 -2.11
H -2.50 -2.37 -3.41
H -5.18 -1.10 -2.94
H -4.34 -1.18 -4.49
H -4.93 0.37 -3.89
H -1.15 0.39 -3.52
H -2.50 1.11 -4.41
H -2.00 -0.54 -4.75